(1)
ORCA calculation (the ωB97M-V functional and the def2-TZVPD basis) on a molecular structure, C22H17N7O4SV at a distorted geometry.

Structure (XYZ):
```
52
Properties=species:S:1:pos:R:3:forces:R:3:mulliken_spin:R:1
V 0.010769 -0.750030 1.478845 0.6 0.0 0.9 1.192
O 0.675725 -4.192969 -0.303100 0.0 0.0 0.0 -0.002
C 0.250066 -3.304351 0.358036 -0.4 -0.3 0.1 0.023
N 0.945620 -2.179519 0.843976 0.4 -0.4 -0.6 -0.068
C 2.343640 -2.051511 0.839528 0.3 0.1 0.3 -0.004
O 3.131152 -2.582856 0.126949 0.0 0.0 0.0 -0.003
C 2.679525 -1.140286 1.997073 0.2 -0.2 0.1 0.020
C 3.952317 -0.933904 2.475908 -0.1 0.1 -0.1 0.000
C 4.096603 -0.221562 3.662418 -0.1 0.0 0.0 -0.001
C 2.968400 0.269581 4.310203 0.0 0.0 0.0 0.001
C 1.726201 0.067416 3.740892 0.1 0.1 0.1 -0.008
N 1.588907 -0.633157 2.607804 1.0 -0.1 0.9 -0.012
C -1.147105 -3.210201 0.914469 -0.1 -0.4 -0.1 0.000
C -2.167366 -4.086519 0.638628 0.1 0.1 0.1 -0.003
C -3.424466 -3.809602 1.170893 0.0 0.0 0.0 -0.001
C -3.613605 -2.682540 1.965334 0.1 -0.1 0.0 -0.001
C -2.533542 -1.862363 2.216528 -0.4 0.0 0.1 -0.011
N -1.328479 -2.125452 1.692705 -0.7 -0.5 0.2 -0.008
H 4.794665 -1.342317 1.934165 0.0 -0.1 0.0 0.000
H 5.078635 -0.065049 4.088639 0.0 0.0 0.0 0.000
H 3.048836 0.805234 5.245193 0.0 0.0 0.0 0.000
H 0.827938 0.478033 4.186355 0.0 0.0 0.0 -0.002
H -1.975858 -4.941136 0.004608 0.0 0.0 0.0 0.000
H -4.257740 -4.467985 0.963972 0.0 0.0 0.0 0.000
H -4.581887 -2.437931 2.376384 0.0 0.0 0.0 0.000
H -2.627047 -0.979502 2.839545 0.0 0.0 -0.1 -0.004
N -0.536687 2.408563 -6.072519 0.0 0.0 0.1 -0.003
C -0.803299 1.809693 -4.898913 0.0 -0.1 0.1 -0.002
C -1.882185 2.241669 -4.093309 0.0 0.0 0.0 -0.002
C -2.110704 1.677637 -2.865601 -0.1 0.1 0.1 0.001
C -1.289582 0.639544 -2.435485 0.0 -0.6 0.8 -0.004
C -0.250475 0.148943 -3.233734 0.0 0.0 -0.2 -0.001
C -0.011763 0.725961 -4.453619 0.0 0.0 0.0 -0.001
S -1.466961 -0.147080 -0.899879 -0.9 0.2 -1.6 0.000
O -2.584966 0.244960 -0.088428 0.0 0.3 -0.3 -0.001
O -1.232774 -1.552946 -1.076001 0.3 0.0 0.1 0.003
N -0.127660 0.307536 0.070793 -0.5 0.4 -1.0 -0.091
C 0.227704 1.635944 0.261112 0.5 1.7 0.2 0.006
N -0.295606 2.592037 -0.478127 -0.2 -0.3 0.0 -0.010
C 0.120279 3.831864 -0.232580 0.0 0.0 0.0 0.003
C 1.067983 4.114990 0.739800 0.0 0.0 0.0 -0.009
C 1.516012 3.043639 1.490122 0.0 0.1 0.0 0.005
N 1.092465 1.800671 1.263360 -0.2 -0.5 -0.1 -0.003
H -1.098473 3.167989 -6.411145 0.0 0.0 0.0 0.000
H 0.235808 2.110549 -6.638832 0.0 0.0 -0.1 0.000
H -2.537449 3.021835 -4.458967 0.0 0.0 0.0 0.000
H -2.925301 2.019056 -2.240103 0.0 0.0 0.0 0.000
H 0.338045 -0.695271 -2.897847 0.0 0.0 -0.1 0.000
H 0.769402 0.339664 -5.095540 0.0 0.0 0.0 0.000
H -0.338638 4.606801 -0.835069 0.1 0.0 0.0 0.000
H 1.428737 5.117673 0.912639 0.0 0.0 0.0 0.000
H 2.234183 3.168559 2.291920 0.0 0.0 0.0 0.001
```
Forces are in eV/Å.

Results
* total charge: +2
* ⟨S²⟩: 0.770
* spin multiplicity: 2
* HOMO-LUMO gap (spin up / spin down): 4.88 / 5.53 eV
* HOMO energy (spin up / spin down): -0.485 / -0.486 Eh

---

(2)
ORCA calculation (the ωB97M-V functional and the def2-TZVPD basis) on a molecular structure, C22H18BrN4OSSc.

Structure (XYZ):
```
48
Properties=species:S:1:pos:R:3:forces:R:3:nbo_charge:R:1
Sc 0.421524 0.641737 -0.184756 0.1 -0.5 0.1 1.975
Br 5.856119 5.842349 -0.278729 0.1 0.1 0.0 0.146
C 4.720399 4.357138 -0.207574 -0.2 -0.1 0.0 -0.133
C 5.246460 3.067993 -0.298408 0.0 -0.1 0.0 -0.127
C 4.428138 1.949933 -0.240470 0.1 0.2 0.1 -0.272
C 3.062945 2.118349 -0.100100 -0.3 -0.3 0.0 0.429
O 2.232582 1.058714 -0.032295 0.2 0.3 -0.1 -0.842
C 2.512224 3.407831 -0.029242 -0.1 0.2 -0.1 -0.234
C 1.104772 3.656852 0.062804 0.1 0.0 0.1 0.256
N 0.141150 2.789391 -0.044313 -0.3 0.1 0.0 -0.653
C -1.223917 3.222642 0.112630 0.2 0.0 -0.1 0.084
C -1.667384 4.515103 0.053819 -0.1 0.1 0.0 -0.185
C -3.029248 4.822562 0.272669 0.1 0.0 0.0 -0.160
C -3.933083 3.837383 0.541400 0.0 0.0 0.0 -0.154
C -3.511708 2.486358 0.567212 -0.1 0.0 -0.1 -0.106
C -4.391329 1.405274 0.796683 -0.1 0.1 0.0 -0.044
C -3.933115 0.116763 0.757046 0.1 0.0 0.0 -0.266
C -2.578618 -0.104108 0.484726 -0.1 0.0 0.0 0.110
N -1.717758 0.885674 0.290813 0.1 0.0 0.2 -0.650
C -2.160430 2.183496 0.330942 0.0 0.0 0.0 0.228
C 3.360993 4.528324 -0.065421 0.1 0.0 0.0 -0.131
H 6.315077 2.938786 -0.407238 0.0 0.0 0.0 0.252
H 4.845083 0.954432 -0.292778 0.0 0.0 0.0 0.245
H 0.844165 4.696033 0.250599 0.0 0.0 0.0 0.203
H -0.989752 5.327778 -0.168553 0.0 0.0 0.0 0.232
H -3.345553 5.854936 0.223746 0.0 0.0 0.0 0.248
H -4.974559 4.070461 0.719171 0.0 0.0 0.0 0.244
H -5.436383 1.609370 0.996539 0.0 0.0 0.0 0.246
H -4.588463 -0.725980 0.918880 0.0 0.0 0.0 0.253
H -2.183574 -1.111734 0.402243 0.0 0.0 0.0 0.230
H 2.938936 5.522394 0.008398 0.0 0.0 0.0 0.239
C 2.284006 -6.274457 -0.750963 -0.1 0.0 0.0 -0.672
C 1.094664 -5.398128 -0.559531 0.0 0.0 0.0 0.342
C -0.131417 -5.806107 -0.099320 0.0 0.0 0.0 -0.305
C -1.147579 -4.857627 0.041421 -0.1 0.0 0.0 0.360
N -0.965687 -3.566301 -0.282529 0.1 0.0 0.0 -0.482
C 0.208547 -3.195167 -0.744703 -0.4 0.2 0.3 0.357
S 0.527046 -1.590092 -1.302521 0.2 -0.1 -0.4 -0.354
N 1.226163 -4.084354 -0.860528 0.0 0.0 -0.1 -0.502
C -2.499319 -5.222303 0.552152 0.1 0.0 0.0 -0.664
H 2.046141 -7.298380 -0.478018 0.0 0.0 0.0 0.262
H 3.111556 -5.929277 -0.128863 0.0 0.0 0.0 0.259
H 2.605569 -6.255600 -1.793613 0.0 0.0 0.0 0.262
H -0.296198 -6.843010 0.152010 0.0 0.0 0.0 0.261
H 2.107678 -3.734072 -1.218045 0.0 0.0 0.0 0.449
H -2.574369 -6.276411 0.803516 0.0 0.0 0.0 0.243
H -3.243528 -4.974618 -0.205860 0.0 0.0 0.0 0.263
H -2.718986 -4.620331 1.434930 0.0 0.0 0.0 0.255
```
Forces are in eV/Å.

Results
* total charge: +2
* energy relative to the best compared isomer or geometry (same formula, charge and spin): 1.3261 eV
* HOMO-LUMO gap: 6.84 eV
* HOMO energy: -0.496 Eh

---

(3)
ORCA calculation (the ωB97M-V functional and the def2-TZVPD basis) on a molecular structure, C22H18Cl2MgN4O3S at a distorted geometry.

Structure (XYZ):
```
51
Properties=species:S:1:pos:R:3:forces:R:3:nbo_charge:R:1
Mg -0.162300 -0.237100 -0.038100 -0.6 0.5 0.4 1.746
Cl -1.360500 -5.939200 -3.445900 0.0 -0.2 0.0 0.005
C -1.154100 -4.271400 -3.044300 0.0 0.3 -0.2 -0.074
C -1.094400 -3.904500 -1.708700 0.0 0.1 0.1 -0.272
C -0.908500 -2.570300 -1.362200 -0.1 -0.6 -0.9 0.219
N -0.805200 -2.063400 -0.094700 -0.1 -0.5 0.8 -0.838
C -0.890500 -2.739100 1.043800 -0.2 -0.2 -0.7 0.605
O -1.151400 -3.921300 1.249800 0.0 -0.1 0.2 -0.654
C -0.562800 -1.837400 2.209900 -0.1 -0.6 0.9 0.153
C -0.484000 -2.402500 3.482900 -0.1 0.1 -0.1 -0.209
C -0.072400 -1.623200 4.543300 0.0 0.2 -0.1 -0.150
C 0.253800 -0.294500 4.295200 -0.1 0.1 0.0 -0.262
C 0.104600 0.193600 3.010200 0.1 0.3 0.6 0.051
N -0.303600 -0.550200 1.992900 -0.1 0.0 0.3 -0.570
C -0.790000 -1.593700 -2.389500 -0.2 -0.9 -0.6 0.106
C -0.881700 -1.977300 -3.723000 0.0 0.1 0.1 -0.250
C -1.059800 -3.312400 -4.046600 0.0 -0.3 0.3 -0.081
Cl -1.158700 -3.773900 -5.708700 0.0 0.1 -0.2 0.004
N -0.627200 -0.314600 -1.923900 -0.1 0.9 -0.7 -0.814
C -0.688900 0.800000 -2.636900 0.0 -0.7 -0.2 0.591
O -0.748700 0.973000 -3.853500 0.0 0.3 -0.1 -0.661
C -0.746800 1.989800 -1.711500 -0.3 0.8 -0.6 0.158
C -1.118300 3.225000 -2.244500 0.1 -0.2 0.0 -0.220
C -1.269000 4.306400 -1.403600 0.1 -0.1 0.2 -0.144
C -1.030400 4.121800 -0.046600 0.0 0.0 0.0 -0.261
C -0.668200 2.863000 0.397100 0.0 0.6 0.3 0.046
N -0.530100 1.817100 -0.405900 0.0 0.1 -0.1 -0.584
H -1.188100 -4.644600 -0.931100 0.0 -0.1 0.0 0.259
H -0.757200 -3.441000 3.588700 0.1 -0.1 0.0 0.259
H 0.001400 -2.028500 5.542400 0.0 0.0 0.0 0.223
H 0.603900 0.355200 5.082600 0.0 0.1 0.0 0.224
H 0.330700 1.229700 2.788500 0.0 0.0 0.0 0.183
H -0.821400 -1.229700 -4.496900 0.0 0.0 0.0 0.258
H -1.297400 3.280300 -3.307100 0.0 0.0 -0.1 0.260
H -1.580200 5.269900 -1.781000 0.0 0.0 0.0 0.225
H -1.130700 4.935000 0.654700 0.0 0.0 0.1 0.227
H -0.490400 2.687600 1.449700 0.0 0.0 0.1 0.192
O 1.740000 -0.302300 0.048900 0.3 -0.8 0.1 -1.063
S 2.574700 0.923400 0.172200 1.5 0.6 -0.6 1.227
C 4.301500 0.298500 0.045200 -0.2 0.4 0.3 -0.577
C 5.002200 1.279000 -0.873600 -0.1 0.0 -0.1 -0.415
C 4.062800 1.467700 -2.064600 0.1 0.0 0.0 -0.413
C 2.651800 1.657700 -1.516500 0.0 0.2 0.2 -0.598
H 4.233600 -0.702900 -0.378700 -0.2 0.0 0.0 0.249
H 4.731000 0.244900 1.042500 0.0 0.0 0.1 0.239
H 5.976400 0.909600 -1.193100 0.0 0.0 0.1 0.237
H 5.150800 2.227100 -0.351100 0.1 0.0 0.0 0.207
H 4.082400 0.576300 -2.690700 0.1 0.0 0.0 0.222
H 4.360200 2.320100 -2.673900 0.0 -0.1 -0.1 0.230
H 1.891200 1.137300 -2.098600 0.0 0.0 0.1 0.270
H 2.375300 2.708300 -1.421800 0.0 0.0 0.0 0.234
```
Forces are in eV/Å.

Results
* HOMO-LUMO gap: 6.45 eV
* HOMO energy: -0.248 Eh